# 1
13
Properties=species:S:1:pos:R:3:forces:R:3:mulliken_charge:R:1 method="wB97M-V/def2-TZVPD" lumo_energy_ev=0.046 smiles=CCC1SPS1 gap_ha=0.3143 total_energy_ha=-1256.19342 homo_energy_ev=-8.507
C 1.3205 -0.3775 -0.1005 0.74 -0.08 -3.37 -0.1664
C -1.0811 -0.7487 0.3988 3.31 0.36 1.28 -1.0608
C -0.1113 -0.1569 -0.6015 0.37 0.96 1.62 -0.5599
P 3.6837 0.9958 0.6445 -0.06 -1.09 -0.41 -0.0031
S 1.8340 0.3130 1.4840 -0.38 -0.41 0.50 -0.1454
S 2.6487 0.5915 -1.2326 -0.94 -0.63 1.19 -0.2043
H 1.4489 -1.4571 -0.3724 0.82 0.71 1.19 0.3966
H -2.0589 -0.4726 0.1933 -1.89 0.16 -0.11 0.3790
H -0.6603 -0.2721 1.2952 -1.22 -0.25 0.62 0.2546
H -0.8594 -1.8122 0.5099 -0.61 -0.06 -0.13 0.3037
H -0.2735 0.8850 -0.7773 -0.27 0.87 0.24 0.3425
H -0.3485 -0.6167 -1.4939 0.50 -1.15 -2.38 0.3903
H 3.5064 2.3592 0.8880 -0.38 0.60 -0.23 0.0733

# 2
13
Properties=species:S:1:pos:R:3:forces:R:3:mulliken_charge:R:1 method="wB97M-V/def2-TZVPD" lumo_energy_ev="-0.726 / -0.179" gap_ha="0.2399 / 0.2756" total_energy_ha=-1256.08905 homo_energy_ev="-7.254 / -7.679"
C 1.9438 0.4777 -1.5629 -0.28 0.52 -0.13 0.1569
C -0.6261 0.9839 1.3046 -0.28 0.58 0.34 -0.8481
C -1.4827 -1.5416 0.6008 -0.83 1.67 2.03 -0.9001
P -1.0071 0.0474 -0.1959 0.09 -0.33 -0.88 0.1243
S 3.0340 0.5868 -0.4509 0.28 -0.28 0.28 -0.2227
S 1.7412 0.6458 -3.2157 0.64 -0.71 -0.28 -0.1486
H 0.4621 0.7820 1.4478 -0.80 -0.08 0.96 0.1886
H -1.4069 0.8617 2.1284 1.58 -0.35 -0.66 0.3218
H -0.6692 2.0454 1.0708 0.02 0.16 -0.20 0.3161
H -1.0269 -1.7943 1.5807 0.55 -0.02 -0.82 0.3170
H -1.5579 -2.3867 -0.0593 -0.47 -0.18 -0.11 0.2974
H -2.4419 -1.0855 1.0358 0.34 -1.39 -0.95 0.2482
H 3.0375 0.3773 -3.6841 -0.83 0.41 0.42 0.1492

# 3
13
Properties=species:S:1:pos:R:3:forces:R:3:mulliken_charge:R:1 method="wB97M-V/def2-TZVPD" lumo_energy_ev=0.501 smiles=CSP[C@@H]1CS1 gap_ha=0.3405 total_energy_ha=-1256.16746 homo_energy_ev=-8.763
C 0.8851 -1.8905 -1.2363 0.73 -1.03 -1.54 -0.5392
C 0.3433 -0.5520 -1.1484 0.90 -0.76 -2.64 -0.2296
C -1.4613 1.7827 1.7889 0.18 0.16 -2.56 -0.7467
P 0.7921 0.6971 0.0720 0.44 -0.01 -0.36 -0.0327
S 1.7365 -0.8895 -2.5848 -0.61 0.69 1.64 -0.1713
S -0.5203 0.1960 1.5797 -1.55 0.24 1.09 -0.1143
H 1.6499 -2.3781 -0.6137 -0.81 0.51 0.18 0.3136
H 0.2657 -2.5282 -1.8695 0.05 -0.49 0.96 0.2723
H -0.4532 -0.5375 -1.8783 -0.81 0.88 0.72 0.4032
H -2.5518 1.7465 1.8905 0.29 -0.74 -0.15 0.3037
H -1.2374 2.3330 0.8143 -0.40 -0.32 1.51 0.2298
H -1.0913 2.3108 2.6236 0.63 0.63 0.82 0.2754
H 1.6428 -0.2901 0.5619 0.95 0.25 0.33 0.0357

# 4
14
Properties=species:S:1:pos:R:3:forces:R:3:mulliken_charge:R:1 method="wB97M-V/def2-TZVPD" lumo_energy_ev=2.933 total_charge=-1 gap_ha=0.2421 total_energy_ha=-1064.36217 homo_energy_ev=-3.655
B -0.8869 0.0584 -1.9440 0.70 0.16 -0.43 0.1845
C 0.3007 0.1280 -0.9181 -1.38 0.10 0.62 -0.1680
Cl 1.4913 1.4167 -1.3397 -0.04 -0.14 -0.21 -0.2012
C -0.2331 0.2506 0.5510 0.99 0.28 -0.51 0.1617
C 0.1770 -1.0245 1.2908 -0.01 0.51 -0.21 -1.2545
H -0.6722 0.2739 -3.1008 -0.10 0.07 -0.03 -0.0913
H -1.9934 -0.2481 -1.6209 0.04 -0.12 0.11 -0.0871
H 0.8364 -0.8239 -1.0052 0.13 0.01 -0.12 0.2177
H 0.2179 1.1728 1.0516 -0.62 -1.23 -0.58 -0.1857
H -1.3169 0.3623 0.5081 -0.06 -0.02 0.18 0.2560
H 1.2478 -1.1665 1.1323 0.07 -0.05 0.16 0.3074
H -0.3388 -1.8861 0.8542 -0.04 -0.16 0.28 0.3407
H 0.0120 -0.9398 2.3638 -0.17 -0.15 0.01 0.3417
Cl 1.1583 2.4261 2.1767 0.49 0.74 0.73 -0.8218

# 5
17
Properties=species:S:1:pos:R:3:forces:R:3:mulliken_charge:R:1 method="wB97M-V/def2-TZVPD" lumo_energy_ev=3.239 total_charge=-1 gap_ha=0.2658 total_energy_ha=-3119.15199 homo_energy_ev=-3.995
C -1.7962 -0.6199 -1.3546 -0.13 1.25 -1.12 -0.8174
C -1.2250 0.8504 -1.6270 1.23 0.59 2.43 0.1980
Cl -1.4941 1.6828 -3.2415 0.04 -1.03 1.25 -0.2635
C -0.4886 1.4522 -0.5936 -1.78 -0.63 -2.80 0.0257
Cl 0.1770 3.1267 -0.9194 -0.41 -1.23 0.30 -0.2862
Ga -0.1528 0.5392 1.2419 0.11 0.16 0.35 0.2039
B 1.7722 -0.3469 1.2558 0.24 0.84 0.23 0.3144
N 2.2882 -1.1171 0.0775 -0.12 -0.19 0.82 -0.7711
O 2.5321 -0.1860 2.4932 -0.73 -1.91 -1.42 -0.5125
H -0.9069 -1.3108 -1.4149 -1.21 0.42 0.22 0.1920
H -2.5863 -0.8968 -2.1244 1.15 0.32 0.77 0.3106
H -2.2919 -0.6285 -0.3445 0.84 -0.12 -1.04 0.1929
H -0.3630 1.6001 2.4208 -0.04 0.17 -0.08 -0.3411
H -1.1736 -0.6897 1.5341 -0.12 0.11 -0.16 -0.2623
H 1.8457 -0.8132 -0.7939 -0.05 -0.02 0.52 0.2977
H 1.9331 -2.0790 0.2261 0.64 0.44 -0.12 0.2548
H 1.9299 -0.5632 3.1644 0.35 0.83 -0.14 0.2640

# 6
13
Properties=species:S:1:pos:R:3:forces:R:3:mulliken_charge:R:1 method="wB97M-V/def2-TZVPD" lumo_energy_ev=0.540 gap_ha=0.3126 total_energy_ha=-243.67676 homo_energy_ev=-7.967
B -0.0686 0.1565 0.5350 1.70 0.01 0.15 0.1034
C -0.9809 0.9565 1.5376 2.30 1.91 -0.41 -0.9086
C -0.4815 -0.7247 -0.6395 -0.25 -2.86 -0.75 -0.8763
C 2.5247 -0.0272 0.5949 -2.92 -2.32 -0.58 -0.4216
F 2.9285 -0.1350 -0.7408 -0.31 -0.19 0.56 -0.2772
H -0.3379 1.4178 2.3419 -1.13 -1.09 -0.10 0.2531
H -1.8899 0.4507 1.7493 -0.52 -0.89 0.99 0.3536
H -1.4035 1.8926 1.1188 0.44 -0.33 -0.64 0.3349
H -1.5327 -0.7844 -0.9995 0.38 0.43 0.62 0.3325
H -0.1958 -1.8529 -0.5040 -0.42 1.81 0.48 0.2893
H 0.1048 -0.6120 -1.5372 0.53 0.70 -0.37 0.3448
H 2.7997 -0.9704 1.1686 -0.43 1.18 -0.85 0.2080
H 2.9595 0.8311 0.9785 0.64 1.65 0.89 0.2639

# 7
14
Properties=species:S:1:pos:R:3:forces:R:3:mulliken_charge:R:1 method="wB97M-V/def2-TZVPD" lumo_energy_ev=0.213 gap_ha=0.3343 total_energy_ha=-273.77812 homo_energy_ev=-8.884
B 1.2763 -1.0323 0.5522 -0.73 -1.52 -1.75 0.1431
C -0.7563 -0.4270 -0.9959 -2.03 -0.33 -0.14 -0.2438
C 0.0387 1.4462 0.6602 0.00 -4.96 -0.40 -0.2653
C 0.5947 -0.1696 -0.5209 1.57 2.86 1.46 -0.6841
N -1.6713 -0.0975 0.1801 2.85 0.26 0.24 -0.3627
O -1.2812 1.3059 0.4122 -1.42 0.15 -0.24 -0.2909
H 2.4718 -1.1774 0.6183 -0.34 0.57 0.56 -0.0756
H 0.5064 -1.9049 0.9213 0.58 0.47 0.66 -0.0627
H -1.0378 0.2246 -1.8189 0.12 0.27 -0.22 0.3096
H -0.9584 -1.4558 -1.3879 0.15 0.53 0.90 0.3248
H 0.3741 0.9878 1.5924 -0.12 0.85 0.24 0.2363
H 0.3872 2.3933 0.3726 0.70 0.97 -0.45 0.3403
H 1.2287 0.4053 -1.1936 0.00 -0.31 -0.27 0.3583
H -2.6077 0.0189 -0.1053 -1.33 0.20 -0.59 0.2728

# 8
14
Properties=species:S:1:pos:R:3:forces:R:3:mulliken_spin:R:1 method="wB97M-V/def2-TZVPD" lumo_energy_ev="-7.927 / -7.949" multiplicity=6 total_charge=+1 s2=8.759 gap_ha="0.1756 / 0.1747" total_energy_ha=-3919.03873 homo_energy_ev="-12.706 / -12.703"
Mn 4.8029 1.7596 -0.9652 -1.86 0.33 -0.62 4.9305
Br 2.5796 2.2031 -1.8367 1.86 -0.30 0.56 0.0682
C -0.4691 -1.2267 1.3014 0.29 0.36 -0.20 0.0000
C -0.1885 -0.3260 0.1169 -0.42 -0.06 -0.09 0.0009
C -1.4477 0.0472 -0.6457 -0.12 0.11 -0.40 -0.0006
O 0.4447 0.8593 0.6176 0.31 -0.25 -0.10 0.0009
H -0.9822 -2.1158 0.9410 -0.06 -0.08 0.25 0.0000
H -1.0698 -0.6799 2.0278 -0.17 -0.15 -0.02 0.0000
H 0.4685 -1.4971 1.7867 -0.04 -0.16 0.01 0.0000
H 0.4695 -0.8511 -0.5909 0.19 0.08 0.14 0.0002
H -1.1957 0.7064 -1.4839 -0.02 0.10 0.11 0.0001
H -2.1762 0.5562 -0.0145 0.08 0.01 0.08 0.0000
H -1.9369 -0.8141 -1.1053 0.09 -0.13 0.19 0.0000
H 0.7010 1.3789 -0.1493 -0.13 0.14 0.08 -0.0004

# 9
14
Properties=species:S:1:pos:R:3:forces:R:3:mulliken_charge:R:1 method="wB97M-V/def2-TZVPD" lumo_energy_ev=0.594 gap_ha=0.3589 total_energy_ha=-3145.93153 homo_energy_ev=-9.171
C -1.8138 0.9797 1.0147 1.02 1.88 -1.54 -1.1729
C -0.8088 0.7943 -0.1862 -1.02 0.82 -0.09 -0.2761
C -0.2789 -0.5793 0.0570 0.50 1.21 0.17 0.0858
N 0.9041 -0.3935 0.5032 -1.90 0.94 -0.88 -0.5136
S 2.7276 -0.3920 -2.2083 0.42 -4.45 2.94 -0.3355
Br 1.7365 -1.6936 1.3159 1.65 -2.98 1.64 -0.0471
H -2.0869 2.0552 1.0053 -0.21 -0.74 0.37 0.2819
H -2.6545 0.3443 0.9881 -1.24 -0.56 -0.56 0.3648
H -1.3359 0.7124 1.9230 0.75 0.16 0.94 0.3865
H 0.0726 1.5051 -0.0500 -1.39 -0.88 -0.36 0.2431
H -1.2984 0.9800 -1.1764 0.29 -0.30 0.84 0.2848
H -0.9659 -1.4685 0.0654 1.08 0.55 0.03 0.3749
H 2.2880 -1.2327 -0.8189 1.20 2.15 -3.49 0.1541
H 3.5144 -1.6116 -2.4328 -1.15 2.19 -0.01 0.1694

# 10
14
Properties=species:S:1:pos:R:3:forces:R:3:mulliken_charge:R:1 method="wB97M-V/def2-TZVPD" lumo_energy_ev="-2.948 / -1.916" gap_ha="0.1972 / 0.2922" total_energy_ha=-3432.55900 homo_energy_ev="-8.314 / -9.866"
C 1.5121 1.5812 0.0276 -1.88 -3.15 0.62 -1.3959
C 0.3534 0.5778 -0.1136 -3.53 1.08 -2.07 -0.0740
C 0.6000 -0.9262 -0.1645 0.82 -0.39 -0.57 -0.6956
P -2.0954 -1.7263 0.8395 0.53 1.16 -0.36 0.0731
S -0.8579 -2.0651 -0.7759 0.94 1.35 1.68 -0.0289
Br -3.8173 1.0899 -0.2971 0.39 -0.82 0.28 -0.2703
H 1.2270 2.5516 -0.1131 -0.94 2.41 -0.62 0.4177
H 1.8986 1.4933 0.9735 1.27 -0.07 2.42 0.3767
H 2.2221 1.2666 -0.6427 1.97 -0.30 -1.77 0.3616
H -0.2490 0.9888 -1.0356 1.09 -1.32 1.20 0.2461
H -0.4705 0.6101 0.6294 0.72 0.84 0.21 0.2227
H 1.2948 -1.2457 -0.9704 0.15 0.35 0.83 0.3496
H 0.9692 -1.1848 0.8837 -0.56 -0.49 -1.58 0.3673
H -2.5871 -3.0112 0.7591 -0.96 -0.65 -0.26 0.0498

# 11
14
Properties=species:S:1:pos:R:3:forces:R:3:mulliken_charge:R:1 method="wB97M-V/def2-TZVPD" lumo_energy_ev=-6.673 total_charge=+1 gap_ha=0.3079 total_energy_ha=-688.37132 homo_energy_ev=-15.051
C 0.5432 1.5148 -0.3793 0.89 0.04 -1.37 -1.0759
C -0.7444 -1.5818 -0.4965 1.66 -3.16 -1.43 -0.8683
C -0.3817 0.6229 0.3894 3.52 3.38 5.39 0.0666
N 1.2142 -1.1878 0.7218 -1.64 3.44 0.00 -0.5228
N 0.1111 -0.7163 0.3228 0.78 -2.32 -0.57 0.6642
Cl -1.9793 0.8795 0.2027 -2.90 0.13 -0.52 -0.0455
H 0.7133 2.4755 0.0659 0.28 0.15 0.72 0.3338
H 0.1706 1.8286 -1.3631 -0.19 -0.75 -0.04 0.3483
H 1.4682 0.9208 -0.5072 -0.11 1.03 -0.14 0.3402
H -0.9278 -1.2615 -1.5924 0.60 0.08 1.99 0.3483
H -1.6822 -1.7655 -0.0130 -0.48 0.11 0.31 0.4180
H -0.1260 -2.5568 -0.4862 -1.32 1.35 -0.37 0.3152
H -0.0778 1.1557 1.9488 -0.55 -1.78 -3.66 0.3382
H 1.6985 -0.3279 1.1862 -0.56 -1.71 -0.30 0.3396

# 12
15
Properties=species:S:1:pos:R:3:forces:R:3:mulliken_charge:R:1 method="wB97M-V/def2-TZVPD" lumo_energy_ev=0.264 smiles="CC(C)[S@](=N)(=O)Cl" gap_ha=0.3853 total_energy_ha=-1107.40772 homo_energy_ev=-10.221
C -0.4259 1.6239 0.3526 1.33 0.51 -0.64 -1.2833
C -1.3764 -0.7314 -0.0959 1.49 0.00 0.63 -1.2427
C -0.2116 0.3537 -0.4207 -0.98 -2.26 2.38 0.1559
N 1.3584 -1.7477 -0.7862 -0.03 0.68 -0.83 -0.5628
O 1.3917 -0.8644 1.5751 -0.20 1.21 -1.19 -0.5470
S 1.2926 -0.5767 0.1445 -0.63 -0.67 0.63 0.8192
Cl 2.6275 0.9905 -0.3094 0.32 -0.35 0.17 -0.2695
H -0.5289 1.6984 1.4328 0.26 -0.65 -0.10 0.3226
H 0.2503 2.3664 -0.0585 0.52 0.20 0.59 0.4094
H -1.2989 1.9284 -0.1081 -2.46 0.95 -0.41 0.4405
H -1.5653 -0.7493 1.0004 -0.12 0.68 -0.64 0.3527
H -0.9317 -1.7368 -0.2019 -0.59 0.40 -0.74 0.3856
H -2.3158 -0.6145 -0.6510 0.51 0.11 0.06 0.3584
H -0.0620 0.6284 -1.4586 0.09 -0.57 -0.19 0.3847
H 1.7960 -2.5686 -0.4151 0.50 -0.26 0.28 0.2763

# 13
13
Properties=species:S:1:pos:R:3:forces:R:3:mulliken_charge:R:1 method="wB97M-V/def2-TZVPD" lumo_energy_ev=-3.693 total_charge=+1 gap_ha=0.3780 total_energy_ha=-214.27529 homo_energy_ev=-13.980
Cs 0.1643 2.1087 -2.6667 -0.13 0.03 0.13 1.0222
C -1.3052 -0.6950 -0.0698 0.44 -0.59 -0.03 -1.0827
C -0.1510 -0.0316 0.6790 0.91 -0.29 -1.37 0.2925
C 1.2353 -0.3474 0.0645 -0.06 -1.25 1.15 -0.9505
O -0.2723 1.3377 0.4415 -0.99 2.29 -0.35 -0.5091
H -1.1677 -1.7763 -0.0677 -0.16 -0.08 0.31 0.3635
H -1.2768 -0.4592 -1.1336 0.12 0.35 -0.14 0.1745
H -2.3055 -0.4504 0.2874 0.23 0.08 0.26 0.3170
H -0.1874 -0.2170 1.7525 0.06 -0.34 -0.02 0.2533
H 1.4542 -1.4090 0.1795 0.11 -0.12 -0.40 0.3411
H 2.0426 0.1481 0.6037 -0.13 0.22 0.25 0.3630
H 1.3559 -0.0348 -0.9727 -0.42 -0.25 -0.11 0.0794
H 0.4137 1.8260 0.9025 0.04 -0.05 0.31 0.3356

# 14
13
Properties=species:S:1:pos:R:3:forces:R:3:mulliken_charge:R:1 method="wB97M-V/def2-TZVPD" lumo_energy_ev=-3.605 total_charge=+1 gap_ha=0.3860 total_energy_ha=-214.27705 homo_energy_ev=-14.108
Cs 21.4228 8.0038 9.5472 -0.02 -0.01 0.01 1.0071
C 19.7700 5.8556 7.0388 -0.50 0.78 -0.93 -1.2756
C 18.9593 7.1252 6.6172 -1.67 -1.37 0.99 0.6593
C 17.4161 7.0112 6.5260 0.06 -0.78 -0.65 -1.2926
O 19.1648 8.0862 7.6361 1.52 0.80 0.75 -0.5248
H 19.6272 5.5436 8.0734 -0.42 0.10 -0.02 0.3216
H 20.8375 6.0119 6.8832 0.12 0.17 -0.06 0.2711
H 19.5022 5.0383 6.3692 -0.06 -0.09 0.17 0.3426
H 19.2412 7.4587 5.6185 0.59 0.19 0.14 0.1951
H 17.1536 6.4341 5.6394 -0.09 0.37 -0.35 0.3507
H 17.0372 8.0318 6.4718 -0.12 -0.01 -0.49 0.3540
H 16.7987 6.5387 7.2900 0.81 -0.13 0.68 0.3083
H 18.7401 8.9222 7.4304 -0.23 -0.02 -0.25 0.2833

# 15
16
Properties=species:S:1:pos:R:3:forces:R:3:mulliken_charge:R:1 method="wB97M-V/def2-TZVPD" lumo_energy_ev=-3.502 total_charge=+1 gap_ha=0.4067 total_energy_ha=-762.95749 homo_energy_ev=-14.569
Cs -3.8312 -2.2019 2.6972 0.19 0.02 -0.12 1.0272
O -0.6559 -0.9837 -1.2801 0.21 -0.58 -1.06 -0.5502
S -0.9964 -0.3356 -0.0766 -0.17 0.37 0.92 1.0059
O -1.7017 -1.0796 0.9394 -0.41 0.10 0.17 -0.5783
O 0.2749 0.1990 0.6484 0.17 0.08 0.06 -0.3165
C 1.4772 0.4861 -0.1384 0.35 0.20 -0.19 -0.2874
C 2.4429 -0.6665 -0.0175 -0.52 -0.32 0.23 -1.0623
C -1.8851 1.1451 -0.4303 -0.11 -0.21 0.09 -0.9143
H 1.8687 1.4126 0.2764 -0.03 -0.06 0.12 0.3520
H 1.2032 0.6734 -1.1756 -0.10 -0.06 0.00 0.3505
H 2.5907 -0.9035 1.0368 0.22 0.11 -0.03 0.2972
H 3.3937 -0.4474 -0.4946 0.04 0.08 -0.01 0.3677
H 2.0007 -1.5523 -0.4771 0.13 0.04 -0.12 0.2884
H -1.3970 1.6329 -1.2693 0.01 0.09 0.03 0.3180
H -1.8854 1.7637 0.4626 -0.01 0.07 -0.03 0.3365
H -2.8993 0.8576 -0.7013 0.02 0.04 -0.07 0.3655

# 16
15
Properties=species:S:1:pos:R:3:forces:R:3:mulliken_charge:R:1 method="wB97M-V/def2-TZVPD" lumo_energy_ev=0.664 gap_ha=0.3184 total_energy_ha=-428.23395 homo_energy_ev=-8.001
C -0.6043 0.9129 -1.2350 -0.23 1.66 -2.78 -1.3060
C 0.2562 -0.3591 0.6028 -0.83 -3.72 0.83 -0.3201
C -0.8088 -0.3388 -0.4788 -1.18 0.99 -0.17 1.0103
N 1.4302 -0.2676 -0.0872 0.91 -1.87 -2.68 -0.4483
N 0.0598 0.5274 1.6443 1.25 0.00 1.86 -0.5474
F -0.7283 -1.3294 -1.3804 0.78 -1.50 -0.05 -0.3190
F -2.0825 -0.3968 -0.0391 -0.41 -0.12 1.14 -0.3328
H -1.3527 1.6849 -1.2394 -1.33 -0.46 0.12 0.3501
H -0.3532 0.7096 -2.3072 -0.33 -0.03 0.92 0.3099
H 0.1729 1.5062 -0.8846 1.78 0.54 0.78 0.3923
H 0.1612 -2.0714 1.4496 -0.07 2.27 -1.46 0.1617
H 1.4687 -0.9701 -0.9211 -0.13 1.77 2.19 0.2547
H 2.2583 -0.3539 0.4355 1.00 -0.13 0.81 0.2232
H 0.9320 0.4587 2.2806 -2.30 0.35 -1.11 0.2711
H -0.8094 0.2874 2.1600 1.11 0.26 -0.39 0.3004

# 17
15
Properties=species:S:1:pos:R:3:forces:R:3:mulliken_charge:R:1 method="wB97M-V/def2-TZVPD" lumo_energy_ev=1.074 smiles=CN[C@H](N)C(F)F gap_ha=0.3802 total_energy_ha=-428.33764 homo_energy_ev=-9.271
C -1.8452 -0.7265 0.4166 0.06 0.00 0.02 -0.8522
C 0.4488 0.3563 0.1706 -1.77 -2.07 -0.26 -0.0729
C 1.8256 -0.0874 -0.3046 -0.16 0.22 -0.39 0.2203
N 0.1736 1.6611 -0.3134 0.01 0.36 -0.11 -0.5702
N -0.6083 -0.7229 -0.3282 2.23 1.48 0.16 -0.4719
F 2.7893 0.6284 0.3125 0.16 0.36 0.15 -0.2603
F 2.0673 -1.3843 0.0128 -0.18 -0.41 0.07 -0.2771
H -2.5293 -1.3971 -0.1019 -0.18 0.04 0.13 0.3052
H -1.7438 -1.0575 1.4583 -0.04 0.07 0.04 0.2988
H -2.2786 0.2733 0.4063 -0.12 0.01 0.02 0.2911
H 0.4376 0.3696 1.2698 0.11 -0.02 -0.13 0.3485
H 1.9565 0.0261 -1.3909 -0.10 -0.03 0.18 0.2552
H -0.7312 1.9944 -0.0043 0.13 0.01 -0.02 0.2576
H 0.2062 1.7019 -1.3260 -0.13 -0.08 0.05 0.2651
H -0.1687 -1.6354 -0.2776 -0.01 0.07 0.08 0.2630

Calculated energy above the lowest of the compared OMol25 structures with the same formula, charge and spin, 4.2 69.7 20.5 6.1 27.6 70.0 143.6 0.0 22.9 83.1 119.9 15.1 9.1 8.0 0.0 76.2 11.1 kcal/mol (same order as the records).